A structure of composition CHI3O. Source: the OMol25 dataset; level of theory: the ωB97M-V functional and the def2-TZVPD basis.

The geometry in ORCA input format:
```
! wB97M-V def2-TZVPD RIJCOSX def2/J DEFGRID3
* xyz 0 1
C 0.35304 0.01093 0.16768
O -0.36463 -0.51008 -1.11424
I -0.88904 0.12033 1.90904
I 1.98994 -1.24604 0.43715
I -1.83371 0.64498 -1.59539
H 0.74439 0.97988 0.19576
*
```

Computed properties:
* E: -27400.507 eV
* max |F|: 4.2 eV Å⁻¹
* HOMO-LUMO gap: 0.3161 Eh
* E_HOMO: -9.333 eV
* ΔE to the lowest compared entry with this formula, charge and spin: 188.7 kJ/mol